# C3H6

2 unconnected molecules or ions with the total composition C3H6 in a non-equilibrium geometry (the ωB97M-V functional and the def2-TZVPD basis, OMol25).

Structure (XYZ):
```
9
Properties=species:S:1:pos:R:3:nbo_charge:R:1
C 1.1159 0.2874 0.0240 0.132
C -1.7945 -0.0609 0.0959 -0.885
C 2.3462 -0.1494 -0.0135 -0.720
H -1.8987 -0.0707 -1.0142 0.210
H -2.0547 -1.1971 0.4606 0.202
H -2.7169 0.4561 0.2014 0.207
H -0.8652 0.4561 0.4928 0.252
H 3.2344 -0.7032 -0.0681 0.273
H 2.6335 0.9817 -0.1788 0.328
```

Calculated values
- Net charge: 0
- Strongest force on any atom: 3.44 eV/A
- HOMO energy: -10.7 eV
- HOMO-LUMO gap: 11.116 eV
- 2S+1: 1
- ΔE to the lowest compared entry with this formula, charge and spin: 101.7 kcal/mol



# C3H6B2F4O2

C3H6B2F4O2 in the gas phase in a non-equilibrium geometry (the ωB97M-V functional and the def2-TZVPD basis, OMol25).

Structure (XYZ):
```
17
Properties=species:S:1:pos:R:3:nbo_charge:R:1
C -0.1916 -1.8556 1.7281 -0.285
O -0.6416 -2.3621 0.4143 -0.751
B -0.8806 -1.2176 -0.5346 0.945
O -2.2836 -0.8126 -0.7842 -0.928
B 0.3623 -0.4117 -1.2608 0.296
C 0.5492 1.2181 -1.3688 0.376
F -0.5725 1.8834 -2.0878 -0.330
F 1.7778 1.4680 -2.2116 -0.372
C 0.8199 1.9849 0.0546 0.505
F 0.8113 1.1133 1.2518 -0.356
F -0.1558 3.1150 0.1517 -0.344
H -0.8233 -0.9379 2.1270 0.177
H 0.9362 -1.4819 1.6337 0.180
H -0.2007 -2.6814 2.5803 0.216
H -2.5865 -0.4224 0.0971 0.501
H 1.1904 -1.0899 -1.8000 -0.029
H 1.8891 2.4905 0.0092 0.198
```

Calculated values
- Net charge: 0
- Strongest force on any atom: 4.40 eV/A
- HOMO energy: -10.6 eV
- HOMO-LUMO gap: 8.893 eV
- 2S+1: 1
- SMILES: COB(O)BC(F)(F)C(F)F
- ΔE to the lowest compared entry with this formula, charge and spin: 61.8 kcal/mol



# C3H6BF4NO2PdTe4

A molecular structure, C3H6BF4NO2PdTe4 (the ωB97M-V functional and the def2-TZVPD basis, OMol25).

Structure (XYZ):
```
22
Properties=species:S:1:pos:R:3:nbo_charge:R:1
Pd -0.0479 0.2566 0.7873 0.482
N -1.2239 -1.0847 -0.2482 -0.793
C -2.4975 -0.4368 -0.6282 -0.228
C -3.1436 0.2927 0.5424 -0.544
C -2.4641 1.6285 0.9742 0.788
O -1.3488 1.8818 0.3852 -0.779
O -3.0714 2.3450 1.7587 -0.696
H -0.7060 -1.3886 -1.0737 0.443
H -1.3884 -1.9145 0.3109 0.373
H -3.1850 -1.1865 -1.0318 0.174
H -2.2575 0.2520 -1.4338 0.241
H -3.2225 -0.3535 1.4236 0.206
H -4.1701 0.5552 0.2747 0.214
Te 1.2084 -1.7231 1.8477 -0.328
Te 3.7415 -0.8933 1.4273 -0.102
Te 3.4240 1.2520 3.0408 -0.205
Te 1.1823 2.2126 1.9101 -0.261
F 0.6838 -2.0325 -2.5180 -0.579
B 0.1472 -1.0752 -3.4030 1.337
F 0.3961 -1.4659 -4.7361 -0.583
F -1.2637 -1.0484 -3.1949 -0.596
F 0.6755 0.1813 -3.1465 -0.564
```

Calculated values
- Net charge: -2
- Strongest force on any atom: 0.81 eV/A
- HOMO energy: -1.2 eV
- HOMO-LUMO gap: 5.402 eV
- 2S+1: 1



# C3H6BNO4

2 unconnected molecules or ions with the total composition C3H6BNO4 in a non-equilibrium geometry (the ωB97M-V functional and the def2-TZVPD basis, OMol25).

Structure (XYZ):
```
15
Properties=species:S:1:pos:R:3:nbo_charge:R:1
B -2.7892 -0.6248 0.1410 1.251
C -0.0106 0.9576 -0.2769 0.842
C 1.2771 -0.7851 -0.2007 -0.255
C 1.9401 0.4300 0.4803 -0.091
N -0.0994 -0.3281 -0.3900 -0.646
O -0.9191 1.9046 -0.2601 -0.607
O 1.1892 1.4792 -0.0561 -0.468
O -2.1295 -1.7137 -0.1784 -0.943
O -3.3932 0.4362 0.3403 -0.922
H 1.8473 -1.1322 -1.0858 0.204
H 1.1670 -1.5998 0.5537 0.205
H 1.8311 0.3044 1.5791 0.186
H 2.9877 0.5850 0.1341 0.205
H -1.1639 -1.4471 -0.3615 0.526
H -1.7345 1.5338 -0.4190 0.514
```

Calculated values
- Net charge: 0
- Strongest force on any atom: 4.10 eV/A
- HOMO energy: -10.4 eV
- HOMO-LUMO gap: 10.907 eV
- 2S+1: 1
- SMILES: OC1=NCCO1.O=BO
- ΔE to the lowest compared entry with this formula, charge and spin: 0.0 kcal/mol



# C3H6BaO

A molecular structure, C3H6BaO in a non-equilibrium geometry (the ωB97M-V functional and the def2-TZVPD basis, OMol25).

Structure (XYZ):
```
11
Properties=species:S:1:pos:R:3:mulliken_spin:R:1
C -1.2003 -0.4706 0.6870 0.320
C -0.4733 -0.5468 -0.6490 -0.060
O 0.8990 -0.3306 -0.0737 0.079
C 1.1872 1.0394 0.0172 0.689
Ba 0.3849 -1.9982 1.8348 0.022
H -0.5975 0.9718 0.7255 -0.155
H -0.7939 0.3866 -1.1457 0.036
H -0.4288 -1.0532 -1.6256 0.018
H 2.0928 1.2464 0.5921 0.031
H 1.1829 1.5164 -0.9674 0.026
H -2.2529 -0.7612 0.6049 -0.005
```

Calculated values
- ⟨S²⟩: 0.776
- Net charge: +1
- Strongest force on any atom: 2.98 eV/A
- HOMO energy (alpha / beta): -10.9 / -11.3 eV
- HOMO-LUMO gap (alpha / beta): 6.460 / 6.807 eV
- 2S+1: 2
- ΔE to the lowest compared entry with this formula, charge and spin: 35.9 kcal/mol



# C3H6Br2N3

A gas-phase ion, C3H6Br2N3 (charge +1) in a non-equilibrium geometry (the ωB97M-V functional and the def2-TZVPD basis, OMol25).

Structure (XYZ):
```
14
Properties=species:S:1:pos:R:3:mulliken_spin:R:1
C -0.5500 1.5837 0.4901 -0.084
C -0.8903 -0.4526 -0.3537 0.038
C 1.6817 -0.6860 -0.2485 0.001
N 0.6043 1.0659 0.7914 0.258
N -1.4518 0.8174 -0.1025 0.517
N 0.4439 -0.3831 0.4297 -0.002
Br -1.7740 -2.0940 0.1043 0.023
Br -3.2735 1.0780 -0.5133 1.217
H -0.6223 2.6420 0.7961 0.002
H -0.4842 -0.4620 -1.5101 0.019
H 1.5619 -1.8360 -0.4416 0.000
H 1.8182 -0.2024 -1.2415 0.001
H 2.4756 -0.1598 0.4127 0.002
H 0.4605 -0.9110 1.3869 0.007
```

Calculated values
- ⟨S²⟩: 2.018
- Net charge: +1
- Strongest force on any atom: 5.96 eV/A
- HOMO energy (alpha / beta): -11.2 / -14.6 eV
- HOMO-LUMO gap (alpha / beta): 7.472 / 7.054 eV
- 2S+1: 3
- ΔE to the lowest compared entry with this formula, charge and spin: 9.3 kcal/mol



# C3H6BrCl2P

2 unconnected molecules or ions with the total composition C3H6BrCl2P in a non-equilibrium geometry (the ωB97M-V functional and the def2-TZVPD basis, OMol25).

Structure (XYZ):
```
13
Properties=species:S:1:pos:R:3:nbo_charge:R:1
C 0.6485 -0.2451 1.2414 -0.663
C 1.0708 0.6260 -1.2705 -0.696
C 0.3319 0.6663 0.0048 -0.025
P -2.2385 -1.4420 -0.7622 0.519
Cl -3.5150 -0.0244 -0.4195 -0.254
Cl -2.2142 -2.3154 0.9591 -0.261
Br -0.3323 2.3558 0.3467 0.066
H 0.1418 -0.0997 2.0730 0.216
H 0.4769 -1.3559 0.9916 0.223
H 1.7713 -0.1119 1.5157 0.210
H 2.0211 1.1376 -1.1156 0.213
H 0.5544 1.1596 -2.0316 0.231
H 1.2833 -0.3511 -1.5330 0.221
```

Calculated values
- Net charge: 0
- Strongest force on any atom: 6.68 eV/A
- HOMO energy (alpha / beta): -7.9 / -7.6 eV
- HOMO-LUMO gap (alpha / beta): 8.106 / 6.765 eV
- 2S+1: 1
- ΔE to the lowest compared entry with this formula, charge and spin: 53.0 kcal/mol



# C3H6BrClN3

A gas-phase ion, C3H6BrClN3 (charge +1) in a non-equilibrium geometry (the ωB97M-V functional and the def2-TZVPD basis, OMol25).

Structure (XYZ):
```
14
Properties=species:S:1:pos:R:3:nbo_charge:R:1
C 1.7012 0.8668 0.1771 0.223
C -0.2990 -1.5489 0.2793 0.113
C -1.9423 0.1323 -0.3419 -0.467
N 2.4540 -0.0599 -0.1277 -0.508
N -0.5669 -0.2777 -0.0274 -0.097
N 0.2900 0.8104 0.1312 -0.413
Cl -1.4745 -2.7150 0.1022 0.189
Br 4.3375 0.2126 -0.0365 0.260
H 2.0269 1.9593 0.1178 0.206
H 0.5401 -1.9510 0.8475 0.288
H -2.0715 0.5794 -1.3371 0.261
H -2.7493 -0.6940 -0.1467 0.279
H -2.1708 0.9818 0.3470 0.245
H -0.0755 1.7038 0.0154 0.421
```

Calculated values
- Net charge: +1
- Strongest force on any atom: 3.27 eV/A
- HOMO energy: -13.4 eV
- HOMO-LUMO gap: 8.170 eV
- 2S+1: 1
- SMILES: C/[N+](=C\Cl)N/C=N/Br
- ΔE to the lowest compared entry with this formula, charge and spin: 23.0 kcal/mol



# C3H6BrI

C3H6BrI in the gas phase in a non-equilibrium geometry (the ωB97M-V functional and the def2-TZVPD basis, OMol25).

Structure (XYZ):
```
11
Properties=species:S:1:pos:R:3:nbo_charge:R:1
C -0.2737 -0.1973 -1.1795 -0.732
C -0.3933 -0.1516 1.2447 -0.721
C 0.3581 0.3156 0.0284 -0.022
Br 0.6180 2.2083 -0.0365 0.087
I 2.5651 -0.7102 -0.0646 -0.039
H -0.3727 -1.2139 -1.2276 0.232
H -1.2241 0.2559 -1.4870 0.232
H 0.4113 0.0365 -1.9858 0.234
H -1.4074 -0.2996 0.8249 0.230
H -0.3081 0.7442 1.9959 0.237
H 0.0267 -0.9878 1.8870 0.262
```

Calculated values
- Net charge: 0
- Strongest force on any atom: 3.67 eV/A
- HOMO energy: -9.4 eV
- HOMO-LUMO gap: 8.751 eV
- 2S+1: 1
- SMILES: CC(C)(Br)I
- ΔE to the lowest compared entry with this formula, charge and spin: 26.2 kcal/mol



# C3H6BrNO

C3H6BrNO in the gas phase in a non-equilibrium geometry (the ωB97M-V functional and the def2-TZVPD basis, OMol25).

Structure (XYZ):
```
12
Properties=species:S:1:pos:R:3:nbo_charge:R:1
C 0.8162 -0.4995 -0.2910 -0.450
C 0.1057 0.6850 -1.1217 -0.086
C -0.0471 -0.4586 0.9226 -0.027
N -1.2569 0.2046 0.7122 -0.350
O -1.0753 1.0396 -0.4345 -0.383
Br 0.9311 0.5190 2.3995 -0.128
H 0.4658 -1.4132 -0.7870 0.213
H 1.7735 -0.4718 -0.0197 0.238
H 0.7266 1.6346 -1.2493 0.187
H -0.0615 0.4689 -2.1691 0.182
H -0.1752 -1.4174 1.3029 0.216
H -2.2028 -0.2913 0.7351 0.388
```

Calculated values
- Net charge: 0
- Strongest force on any atom: 6.59 eV/A
- HOMO energy: -8.8 eV
- HOMO-LUMO gap: 9.553 eV
- 2S+1: 1
- SMILES: Br[C@@H]1CCON1
- ΔE to the lowest compared entry with this formula, charge and spin: 45.6 kcal/mol



# C3H6BrNO2

A molecular structure, C3H6BrNO2 in a non-equilibrium geometry (the ωB97M-V functional and the def2-TZVPD basis, OMol25).

Structure (XYZ):
```
13
Properties=species:S:1:pos:R:3:nbo_charge:R:1
C 0.3289 -1.6607 -0.1095 0.882
C -0.6976 0.8384 -0.9063 -0.701
C 0.0209 0.2722 0.2639 0.153
N -0.6089 0.4118 1.4598 -0.808
O 1.5274 -1.8093 -0.4258 -0.689
O -0.5826 -2.3640 -0.0242 -0.549
Br 2.1233 1.0165 0.0135 -0.243
H -1.7791 0.6114 -1.0043 0.242
H -0.8363 1.8588 -0.9162 0.219
H -0.2778 0.6481 -1.7846 0.222
H -0.7728 1.2893 1.9159 0.383
H -0.5295 -0.2724 2.1682 0.392
H 2.0840 -0.8400 -0.6504 0.498
```

Calculated values
- Net charge: 0
- Strongest force on any atom: 5.68 eV/A
- HOMO energy: -9.4 eV
- HOMO-LUMO gap: 9.886 eV
- 2S+1: 1
- ΔE to the lowest compared entry with this formula, charge and spin: 37.9 kcal/mol



# C3H6BrNO2

C3H6BrNO2 in the gas phase in a non-equilibrium geometry (the ωB97M-V functional and the def2-TZVPD basis, OMol25).

Structure (XYZ):
```
13
Properties=species:S:1:pos:R:3:nbo_charge:R:1
C -0.5703 0.9666 1.2947 0.826
C 0.5146 -1.6976 -0.8527 -0.664
C 0.5019 -0.2402 -1.3862 0.070
N -0.5477 0.0342 2.2008 -0.741
O -0.8433 2.2837 1.3664 -0.689
O -0.0187 0.8147 -0.0653 -0.728
Br -0.7590 0.1732 -2.7032 0.115
H 0.9547 -1.5649 0.1699 0.260
H 1.0151 -2.4045 -1.4217 0.228
H -0.5471 -1.9310 -0.8518 0.231
H 1.4878 0.2880 -1.5990 0.230
H -0.9178 0.4772 3.0297 0.350
H -0.2700 2.8006 0.8183 0.510
```

Calculated values
- Net charge: 0
- Strongest force on any atom: 4.52 eV/A
- HOMO energy: -9.7 eV
- HOMO-LUMO gap: 10.369 eV
- 2S+1: 1
- SMILES: [H]/N=C(\O)O[C@@H](C)Br
- ΔE to the lowest compared entry with this formula, charge and spin: 56.3 kcal/mol